(1)
Below is a structure of composition C4H11F3LiN4O6S in a non-equilibrium geometry, with properties calculated with wB97M-V/def2-TZVPD.

**Kohn-Sham gap (spin up / spin down)**: 9.1583 / 7.1621 eV
**E_tot**: -41765.46040 eV
**Highest occupied orbital energy (spin up / spin down)**: -9.1 / -9.1 eV
**2S+1**: 2

Structure (XYZ):
```
30
Properties=species:S:1:pos:R:3:forces:R:3:mulliken_spin:R:1
H -15.14161 -13.58367 15.93060 -0.017 -0.334 -0.394 0.0089
S -14.23935 -17.79615 17.88212 -0.085 1.076 2.997 -0.0048
H -15.57048 -12.35564 16.96505 -0.247 0.172 1.134 0.0671
H -20.98746 -14.45309 15.80049 0.172 0.705 0.563 0.0000
H -19.40258 -17.00813 14.94857 -0.429 0.050 -0.367 0.0000
O -15.37097 -14.28694 17.82919 -0.149 0.647 0.008 0.9031
N -14.22885 -16.69451 14.14655 4.136 -3.558 -0.159 0.0000
F -11.62145 -17.51941 18.23896 -0.198 0.677 -0.431 0.0000
O -14.35095 -16.85857 19.03130 0.474 -1.111 -2.507 0.0054
H -14.41386 -17.25450 14.96648 0.002 -0.122 0.093 0.0003
N -20.07359 -14.39363 16.22640 -3.218 5.487 2.285 0.0001
C -19.35371 -15.43640 16.11365 2.027 -0.925 -1.340 -0.0001
C -14.99255 -13.27981 16.96673 0.168 -0.630 -1.817 -0.0301
N -19.88065 -16.14033 15.14471 -0.232 -4.069 -2.357 0.0000
H -13.93380 -13.02437 17.01047 0.167 0.100 0.806 0.0497
H -13.62970 -17.00607 13.39551 0.400 -0.602 0.811 0.0000
F -12.08481 -18.58302 16.45886 -0.214 -0.024 -0.579 0.0000
Li -16.18583 -15.80707 16.49375 -0.340 -0.363 0.012 0.0012
O -16.01370 -15.64112 14.54196 -2.344 2.109 0.565 -0.0004
O -18.26729 -15.62953 16.60053 1.778 -0.591 1.447 -0.0007
C -12.47004 -17.54769 17.20014 -0.585 -0.220 0.830 0.0007
O -14.34052 -19.17714 18.25373 0.535 -0.194 -0.407 0.0002
H -19.93017 -13.73978 16.98272 -0.075 -0.113 -0.183 -0.0001
C -15.06354 -15.80666 13.78480 -2.298 -1.064 3.592 0.0000
N -14.80207 -15.23956 12.67815 0.153 3.082 -4.486 0.0000
H -13.93517 -15.47508 12.21651 -0.416 0.526 -0.168 0.0000
H -15.39500 -14.48407 12.36546 0.339 -0.209 -0.164 -0.0001
H -20.77797 -15.91906 14.73734 0.476 -0.518 0.024 0.0000
F -12.36898 -16.42053 16.44019 0.150 -0.659 0.798 0.0000
O -15.08826 -17.45456 16.73689 -0.131 0.673 -0.605 -0.0003
```
Positions in Å, forces in eV/Å.

(2)
Below is a structure of composition C4H12NO3 in a non-equilibrium geometry, with properties calculated with wB97M-V/def2-TZVPD.

**Kohn-Sham gap (spin up / spin down)**: 10.2333 / 6.2814 eV
**E_tot**: -11971.25287 eV
**Highest occupied orbital energy (spin up / spin down)**: -9.7 / -9.5 eV
**2S+1**: 2

Structure (XYZ):
```
20
Properties=species:S:1:pos:R:3:forces:R:3:mulliken_spin:R:1
H 0.96856 -2.35210 0.00439 -0.041 -0.404 0.589 0.0001
H 0.85912 0.49447 1.44071 1.066 -0.432 -0.297 -0.0003
O -1.35629 0.76491 0.76433 1.236 0.532 0.443 0.5301
H -3.68366 -0.77407 0.49202 0.024 0.035 -0.061 -0.0122
C 1.63769 0.26763 0.66077 -2.240 -0.318 0.579 0.0041
N -0.07877 0.57908 -1.25948 1.202 0.431 1.799 0.0443
C -0.81332 1.42097 -0.27284 0.028 -0.526 -1.329 -0.0086
C 0.91675 -0.34922 -0.51735 -1.975 -0.164 -1.461 0.0036
H -2.46878 0.36623 0.51562 -2.486 -0.446 -0.302 -0.0391
H 0.50465 1.28333 -1.71511 -0.109 -0.293 -0.465 0.0008
H -1.62590 1.96519 -0.78791 0.075 0.012 -0.177 0.0714
H 3.30256 -0.69195 0.55506 0.055 -0.182 0.166 0.0003
O -3.56960 0.15344 0.24411 1.452 0.169 0.240 0.3166
H -0.45764 -1.56094 0.73326 0.100 0.113 -0.002 0.0012
H 1.96654 1.24254 0.31052 1.132 0.160 0.300 0.0016
C 0.16853 -1.63753 -0.15201 0.784 -0.595 -0.539 -0.0018
H 1.70144 -0.60896 -1.24195 -0.316 0.074 -0.168 0.0003
O 2.55383 -0.69637 1.16353 0.285 1.150 -0.135 0.0016
H -0.11943 2.22805 0.03660 -0.326 -0.045 0.685 0.0858
H -0.40628 -2.09471 -0.97429 0.055 0.728 0.133 0.0003
```
Positions in Å, forces in eV/Å.

(3)
Below is a cluster of 7 separate species, C14H38NO10 in total in a non-equilibrium geometry, with properties calculated with wB97M-V/def2-TZVPD.

**Kohn-Sham gap**: 6.6891 eV
**E_tot**: -37100.23653 eV
**Highest occupied orbital energy**: -4.7 eV
**2S+1**: 1
**Total charge**: -1

Structure (XYZ):
```
63
Properties=species:S:1:pos:R:3:forces:R:3:mulliken_charge:R:1
C 2.68717 -7.25531 3.04528 0.293 0.198 -0.208 -0.1993
H -3.43614 -2.88400 -3.88604 0.002 0.017 0.030 0.3302
O -0.22691 2.92132 -3.02144 -0.068 0.101 0.934 -0.3073
H -3.19541 0.50234 -5.03145 -0.085 0.338 -0.192 0.2632
O -1.22618 -2.49244 3.42494 0.108 -0.052 0.138 -0.4672
C -0.65515 -4.78311 2.85386 -0.096 0.013 -0.028 -0.9251
H -3.24737 -2.05156 -6.25025 0.007 0.058 -0.054 0.2718
C -2.87011 4.00663 -6.45317 0.049 -0.014 -0.096 -0.9781
H 4.31304 -8.28880 4.03390 0.028 0.010 -0.018 0.3244
O -1.47684 3.39817 -1.27607 -0.477 0.081 0.319 -0.6150
H 1.39916 1.35607 5.27504 -0.042 0.178 0.008 0.2687
C -0.67715 -3.70991 3.92460 -0.356 -0.059 -0.212 -0.1976
O 0.72017 4.30465 -4.50105 -1.228 1.372 -1.190 -0.6632
H 2.69762 -7.89407 2.15558 -0.027 -0.135 0.093 0.2677
H -1.92814 -1.41458 -5.25172 0.004 -0.180 -0.007 0.2623
O 2.32184 -5.93276 2.66300 -0.090 -0.121 0.165 -0.4406
H 0.97341 0.43943 2.98694 0.060 0.018 0.052 0.2148
O -3.41071 -0.08602 -5.76884 -0.040 -0.275 -0.033 -0.4474
H -1.66765 -4.99076 2.49539 -0.026 -0.025 0.093 0.4106
H 3.80993 2.54041 1.50741 0.027 -0.044 0.144 0.2686
O -0.15423 2.37893 4.43499 0.278 0.161 0.279 -0.5143
H -4.81495 -1.84888 -4.31190 0.005 -0.035 -0.050 0.2519
H -0.21168 0.82514 5.79037 0.131 -0.091 0.060 0.3175
C 4.04124 -7.27602 3.73112 -0.018 0.009 0.063 -1.0712
H -3.22000 4.90427 -6.96944 0.024 0.006 0.002 0.3512
H 4.63056 4.88993 1.90674 0.063 -0.071 0.020 0.3647
C 0.38603 0.10015 3.84163 0.189 0.145 0.037 -0.6840
H -2.16021 2.75806 -4.31829 0.098 0.037 0.283 0.2326
H 0.03420 5.57288 -1.62549 -0.177 0.050 0.204 0.1767
H 0.97561 4.45550 -0.80196 -0.181 -0.059 0.290 0.2787
H 0.33448 -3.49069 4.26407 -0.019 0.105 -0.008 0.2614
O 2.03146 2.84290 -3.51596 -0.277 -0.932 0.962 -0.7004
H -1.05091 2.20044 4.13925 -0.017 0.022 -0.120 0.3004
H 4.02944 -6.63645 4.61419 -0.044 -0.035 0.024 0.2885
H 4.81702 -6.89252 3.06442 0.009 -0.084 -0.036 0.3275
H -3.36304 4.71208 -4.47273 -0.082 0.067 -0.051 0.2514
H 4.44223 4.02157 3.44268 0.025 0.023 -0.011 0.3432
H -0.22238 -5.70686 3.23566 0.016 -0.006 -0.046 0.1603
C -3.73509 -1.86832 -4.15651 -0.034 -0.070 0.008 -0.9973
O -3.11477 2.67163 -4.44774 -0.088 -0.214 -0.070 -0.5005
C -3.56066 3.84451 -5.11161 0.342 -0.069 -0.044 -0.2232
C 3.13579 3.32936 1.85884 0.177 0.220 -0.238 -0.0158
H 1.91270 -7.61962 3.71941 -0.075 0.079 -0.041 0.2776
H 3.07615 4.25405 0.14444 0.010 -0.106 -0.115 0.2613
C 3.90705 4.42143 2.57875 0.012 -0.002 0.061 -1.1557
H -3.51700 -1.20572 -3.31663 0.078 -0.033 0.004 0.3201
H -4.63972 3.75143 -5.24359 -0.006 -0.071 0.082 0.3035
H 3.22746 5.20412 2.91727 -0.042 -0.055 0.041 0.2901
C 0.96784 3.41077 -3.72748 1.893 -0.115 -0.973 0.7940
O 2.43260 3.86335 0.74451 -0.164 0.022 0.146 -0.4900
C -3.01283 -1.39918 -5.40802 0.006 0.359 0.232 -0.2141
H 2.99411 -5.60701 2.05785 0.001 0.067 -0.037 0.2457
C 0.38411 1.15602 4.93143 -0.365 -0.113 -0.355 -0.3621
H 2.40196 2.87974 2.52691 -0.124 0.031 -0.114 0.0547
H -2.12324 -2.67587 3.13226 -0.027 0.000 -0.070 0.2721
C -0.49792 3.64228 -1.93215 -0.202 -0.694 -0.268 0.4842
H -1.78828 4.07984 -6.31830 -0.018 0.097 0.062 0.2998
H -3.06273 3.13786 -7.08552 -0.078 0.010 0.017 0.2098
N 0.44275 4.65544 -1.63250 0.505 0.135 -0.322 -0.3669
H -0.07126 -4.45290 1.99638 0.089 -0.026 0.049 0.2477
H 0.80277 -0.83944 4.20601 -0.074 -0.047 -0.035 0.1686
H -0.62379 -0.08641 3.48230 -0.013 -0.115 0.077 0.2799
H -1.26774 -4.03893 4.78768 0.131 -0.077 0.065 0.2391
```
Positions in Å, forces in eV/Å.

Which of these has the highest E_tot? C4H12NO3

What is the E_tot in the first record? -41765.46040 eV